[1]
{
  "formula": "C6H15BF4InNO2",
  "method": "ωB97M-V/def2-TZVPD",
  "elements": ["In", "F", "F", "F", "F", "O", "O", "N", "C", "C", "C", "C", "C", "C", "B", "H", "H", "H", "H", "H", "H", "H", "H", "H", "H", "H", "H", "H", "H", "H"],
  "positions_angstrom": [[1.614, -0.105, -2.024], [2.464, -1.083, 2.274], [4.243, -1.387, 0.902], [2.736, 0.169, 0.552], [2.175, -1.908, 0.269], [-1.180, -1.139, -2.104], [0.947, 1.942, 0.410], [-0.159, -0.638, 0.593], [-0.815, 0.481, 1.300], [1.573, 3.186, 0.588], [0.046, 1.689, 1.438], [-2.032, -0.980, -3.216], [-1.131, -1.723, 0.217], [-1.997, -1.365, -0.959], [2.932, -1.100, 1.006], [0.567, -1.093, 1.129], [-2.772, -0.199, -3.039], [-0.588, 2.553, 1.639], [-2.562, -1.916, -3.394], [-0.548, -2.636, 0.098], [-1.696, -2.081, 1.077], [1.906, 3.268, 1.623], [-2.785, -0.674, -0.660], [-1.696, 0.814, 0.751], [0.913, 4.009, 0.313], [0.631, 1.507, 2.340], [-2.564, -2.254, -1.238], [-1.300, 0.109, 2.202], [-1.397, -0.739, -4.069], [2.473, 3.296, -0.017]],
  "atomic_forces_ev_per_a": [[1.3, -0.2, 0.5], [-1.4, -0.2, 1.9], [0.5, -0.3, -0.2], [-1.2, 3.9, -2.4], [-2.9, -2.4, -2.9], [-2.2, 0.1, 0.3], [-0.6, 0.4, -0.3], [-3.8, -1.2, 2.3], [-0.4, 0.2, -2.9], [2.1, 0.4, 0.0], [0.0, -0.6, 1.8], [1.4, 1.0, -1.6], [1.9, -0.2, -0.5], [0.7, -1.4, 1.5], [3.7, -0.5, 2.3], [2.0, 0.0, 0.2], [-0.4, 0.1, 0.2], [0.2, 0.5, 0.1], [-0.3, -0.6, -0.1], [0.4, 0.0, -0.8], [-0.5, 0.8, 0.6], [-0.4, 0.3, 0.4], [0.0, 0.9, -0.9], [-0.2, -0.3, -0.5], [-0.7, 0.2, 0.1], [0.7, 0.4, 0.5], [-0.3, -0.5, 0.0], [0.6, -0.2, 0.7], [-0.2, -0.1, -0.1], [-0.2, -0.5, -0.4]],
  "lowdin_charge": [1.322, 0.212, 0.248, 0.097, 0.153, -0.055, -0.006, 0.198, -0.051, 0.071, -0.107, 0.071, -0.053, -0.096, -1.563, 0.126, 0.165, 0.192, 0.178, 0.167, 0.191, 0.161, 0.182, 0.148, 0.173, 0.199, 0.191, 0.197, 0.141, 0.147],
  "total_charge": 3,
  "lumo_energy_ev": [-17.115, -16.105],
  "multiplicity": 2,
  "orbital_gap_ev": [3.680, 4.556]
}

---

[2]
{
  "formula": "C33H64N3O17",
  "method": "ωB97M-V/def2-TZVPD",
  "elements": ["O", "O", "O", "O", "O", "O", "O", "O", "O", "O", "O", "O", "O", "O", "O", "O", "O", "N", "N", "N", "C", "C", "C", "C", "C", "C", "C", "C", "C", "C", "C", "C", "C", "C", "C", "C", "C", "C", "C", "C", "C", "C", "C", "C", "C", "C", "C", "C", "C", "C", "C", "C", "C", "H", "H", "H", "H", "H", "H", "H", "H", "H", "H", "H", "H", "H", "H", "H", "H", "H", "H", "H", "H", "H", "H", "H", "H", "H", "H", "H", "H", "H", "H", "H", "H", "H", "H", "H", "H", "H", "H", "H", "H", "H", "H", "H", "H", "H", "H", "H", "H", "H", "H", "H", "H", "H", "H", "H", "H", "H", "H", "H", "H", "H", "H", "H", "H"],
  "positions_angstrom": [[3.397, 1.403, 0.577], [2.256, -4.336, 0.614], [-1.669, 0.817, 0.224], [-1.542, -5.651, 7.572], [-1.622, -2.773, -1.751], [-1.186, 2.998, 5.337], [3.698, 1.994, -3.132], [-1.295, -3.514, -8.332], [2.817, -2.670, -2.038], [0.107, -1.467, 4.496], [2.087, -2.156, 0.758], [2.320, 2.703, -0.644], [1.115, 2.479, 3.853], [0.394, -3.412, 0.996], [-3.080, 5.197, -1.551], [1.491, 2.128, 1.236], [-0.801, 0.519, -4.785], [2.326, 1.976, 0.359], [0.152, -0.767, -0.490], [1.576, -3.315, 0.961], [-2.831, 4.735, -0.245], [-0.515, -0.236, 1.939], [-1.174, -2.926, -6.058], [3.409, -3.018, -4.239], [2.798, 0.949, -5.056], [0.527, -0.035, -1.725], [-1.013, -3.427, 7.349], [-0.446, -2.344, 5.113], [-0.735, -1.277, -8.124], [-1.088, -3.559, 4.529], [3.263, 2.331, -4.455], [1.721, -4.570, -2.951], [-2.385, 1.137, 4.945], [-3.022, -2.558, -1.522], [-0.727, -0.483, -5.542], [-3.546, -1.269, -2.171], [-1.499, 4.128, -0.296], [-3.301, -2.482, -0.050], [3.001, -3.699, -2.959], [2.289, 1.775, 4.499], [-0.594, -0.109, -7.003], [-0.735, 0.113, 0.535], [-1.045, -2.630, -7.504], [-0.920, -1.796, -5.111], [-1.469, -4.808, 5.264], [1.812, 1.640, 5.966], [-1.351, -4.752, 6.761], [4.443, 2.851, -5.212], [-3.296, 3.425, 4.542], [-2.172, 2.577, 4.490], [3.518, 2.736, 4.318], [-0.665, -2.236, 6.541], [-2.894, 5.822, 0.758], [-1.132, 0.357, 2.625], [4.193, -2.318, -4.260], [-3.538, -3.363, -2.000], [-2.661, 5.322, 1.734], [-0.936, -3.719, 3.335], [1.614, 2.388, 6.515], [-4.103, 6.190, 0.760], [-2.357, 6.699, 0.359], [-0.480, -1.412, 1.977], [1.126, 2.507, 2.830], [0.406, 0.227, 2.254], [-2.430, 5.823, -1.848], [-0.095, -1.390, 6.985], [5.405, 2.290, -5.116], [3.109, 2.283, -2.418], [2.314, -2.856, -1.232], [4.193, 2.318, 4.894], [-3.466, 4.032, 0.346], [-1.538, 0.598, 5.258], [-0.324, 2.807, 4.805], [1.756, 0.733, -4.589], [-0.334, -1.693, -0.610], [3.849, -4.441, -2.629], [3.430, 0.171, -5.152], [-4.299, -2.578, 0.166], [2.661, -2.331, -4.667], [-4.694, -1.146, -1.933], [4.582, 3.825, -4.911], [-3.125, 4.316, 3.899], [0.642, 1.093, -1.550], [-0.880, 5.077, -0.869], [2.605, 2.965, -4.261], [-1.400, -3.506, -1.360], [1.440, -0.395, -2.179], [0.940, 0.898, 6.035], [3.534, -3.851, -5.199], [2.535, 1.181, 6.424], [0.925, -3.993, -3.296], [-2.770, -3.212, 0.475], [2.242, 0.923, 3.912], [4.300, 3.269, -6.260], [0.995, -1.009, -0.071], [-0.970, 3.793, 0.733], [1.807, -5.354, -3.729], [-3.314, -1.201, -3.314], [-1.284, 3.211, -0.874], [-2.932, -0.500, -1.799], [-0.449, 0.991, -7.165], [-0.740, -0.994, -9.113], [3.777, 2.859, 3.283], [-1.597, -5.857, 4.766], [-0.179, -0.308, -2.423], [-0.585, -3.275, 8.451], [3.206, 3.710, 4.686], [-3.037, 1.032, 5.642], [-2.651, -1.741, 0.445], [-3.620, 3.655, 5.589], [-1.846, 2.725, 3.510], [-1.439, -3.979, -5.725], [-0.932, -1.839, -3.958], [-2.969, 0.696, 4.131], [2.521, 1.092, -6.085], [1.472, -4.968, -1.896], [-4.333, 2.967, 4.069]],
  "atomic_forces_ev_per_a": [[-0.4, -1.8, 0.6], [-0.1, 0.9, 1.8], [2.3, -1.2, -1.4], [0.2, 0.0, -1.4], [-1.9, 7.1, -3.6], [3.6, 1.6, 0.1], [1.1, -0.2, 0.2], [0.3, 0.3, 1.1], [0.2, 1.4, 0.2], [0.4, -0.5, -0.4], [0.4, -0.5, 1.4], [-1.9, 0.3, -1.9], [-0.3, 0.3, -0.9], [-4.9, -0.2, 1.8], [-2.9, -1.1, -0.3], [-2.7, -0.8, 0.9], [0.2, -2.4, -0.8], [4.7, 2.3, -0.1], [-2.5, 2.0, -0.1], [4.2, -0.3, -5.2], [0.5, -0.7, 1.1], [1.0, -1.6, 0.3], [1.2, 4.1, 4.1], [-1.7, -2.5, -4.2], [-5.2, 4.1, 0.4], [0.7, 1.5, 0.5], [3.5, 5.8, -0.9], [-2.3, -0.2, 0.3], [0.5, 5.0, 9.8], [0.0, -6.3, -1.7], [6.1, -8.4, -0.5], [1.3, -1.2, 0.2], [0.9, 0.6, -6.1], [-0.5, 0.8, -0.3], [-0.1, 5.2, -1.6], [-0.8, -0.9, -2.1], [5.1, 0.8, 0.5], [3.2, 0.4, -0.3], [0.6, -1.9, 1.5], [-2.6, 4.8, -0.2], [-0.4, -5.1, -4.5], [-2.3, 0.4, 0.2], [-0.6, -0.3, -2.9], [-1.2, -6.5, -0.3], [2.0, 3.2, -2.3], [-2.4, -5.6, -6.6], [-0.7, 0.4, 1.1], [0.7, 0.4, -2.0], [-6.3, 1.7, -0.3], [1.4, -3.1, 1.4], [-4.9, 0.4, -1.8], [0.5, -4.0, 4.0], [-3.5, 1.6, 0.2], [-0.9, -0.9, -0.5], [1.8, 0.1, 0.7], [-0.5, -0.9, -0.1], [0.1, 1.4, -0.6], [-0.6, 0.7, 2.9], [-1.7, 6.3, 3.1], [3.3, -0.9, 0.3], [0.4, -0.2, 1.0], [0.0, 2.4, 0.5], [0.8, -0.4, 2.2], [1.2, -0.7, -0.2], [0.7, 0.3, 0.3], [-1.0, -0.5, 0.1], [-1.1, 0.3, -0.1], [0.0, 0.1, 0.0], [0.6, -0.6, -0.1], [4.2, -1.6, 2.6], [-0.9, -0.4, -2.2], [1.4, -0.5, -0.3], [-1.1, 0.5, 1.3], [2.0, -0.3, -0.4], [0.1, 1.0, -0.4], [-1.1, 1.4, -0.4], [2.5, -2.5, 0.9], [-2.3, 0.5, 0.9], [-0.7, -0.5, 0.5], [2.5, -0.1, -0.6], [1.1, 2.2, 2.0], [-0.2, -0.1, 1.0], [-0.5, -1.7, -0.1], [-0.7, -2.8, 1.9], [-6.3, 5.5, 0.2], [2.0, -6.6, 3.4], [0.6, -0.3, 0.6], [1.0, 1.2, -0.4], [0.0, 2.2, 2.8], [4.4, -2.9, 2.8], [-1.6, 1.3, -0.4], [0.4, -2.6, 0.5], [1.1, -2.3, -0.4], [-0.4, -1.9, 0.4], [2.3, -0.9, 2.2], [-1.2, 1.4, -2.0], [0.1, -0.1, 0.8], [-0.9, -0.5, 1.8], [-0.8, 0.6, -0.3], [0.2, 1.5, 0.9], [-0.1, -1.3, -0.2], [0.0, -0.1, -2.1], [0.3, -0.3, -0.4], [-0.1, 2.4, 0.8], [-1.9, 0.3, -1.6], [-1.8, -1.0, -2.3], [0.0, 0.0, 0.3], [-4.2, 0.2, 5.2], [-1.3, 1.2, -0.5], [0.5, 0.2, -0.8], [1.0, -0.9, -2.1], [0.5, 1.6, -0.5], [-0.2, -0.7, -2.0], [0.5, -0.9, -0.4], [-0.3, 0.5, -0.9], [0.7, 0.5, -1.7], [2.6, 0.7, 0.9]],
  "lowdin_charge": [0.007, -0.045, 0.120, 0.070, -0.010, -0.067, -0.057, 0.051, -0.056, 0.109, -0.075, -0.054, -0.167, -0.038, -0.047, -0.060, 0.050, -0.602, 0.118, -0.564, -0.620, -0.007, 0.088, -0.071, -0.022, 0.008, 0.045, -0.459, 0.117, 0.066, -0.422, -0.054, -0.022, -0.446, -0.459, -0.038, -0.087, -0.033, -0.514, -0.299, 0.116, -0.345, -0.426, 0.029, 0.048, -0.014, -0.443, -0.065, -0.086, -0.603, -0.005, 0.026, -0.095, 0.084, 0.043, 0.125, 0.076, 0.144, 0.013, 0.145, 0.075, 0.115, 0.072, 0.071, 0.070, 0.116, 0.104, 0.044, 0.045, 0.013, 0.148, 0.054, 0.087, 0.088, 0.135, 0.157, 0.022, 0.065, 0.051, 0.130, 0.032, 0.073, 0.125, 0.148, 0.062, -0.003, 0.092, 0.104, 0.148, 0.017, 0.022, 0.060, 0.107, 0.097, 0.053, 0.121, 0.077, 0.099, 0.059, 0.036, 0.110, 0.052, 0.074, 0.140, 0.025, 0.151, 0.089, 0.008, 0.087, 0.097, 0.110, 0.135, 0.117, 0.090, 0.053, 0.107, 0.139],
  "total_charge": -1,
  "lumo_energy_ev": -0.784,
  "orbital_gap_ev": 5.366
}

---

[3]
{
  "formula": "C19H48F9O17S11Zn",
  "method": "ωB97M-V/def2-TZVPD",
  "elements": ["Zn", "S", "S", "S", "S", "S", "S", "S", "S", "S", "S", "S", "F", "F", "F", "F", "F", "F", "F", "F", "F", "O", "O", "O", "O", "O", "O", "O", "O", "O", "O", "O", "O", "O", "O", "O", "O", "O", "C", "C", "C", "C", "C", "C", "C", "C", "C", "C", "C", "C", "C", "C", "C", "C", "C", "C", "C", "H", "H", "H", "H", "H", "H", "H", "H", "H", "H", "H", "H", "H", "H", "H", "H", "H", "H", "H", "H", "H", "H", "H", "H", "H", "H", "H", "H", "H", "H", "H", "H", "H", "H", "H", "H", "H", "H", "H", "H", "H", "H", "H", "H", "H", "H", "H", "H"],
  "positions_angstrom": [[-7.950, -15.147, 6.857], [-4.555, -14.510, 6.709], [-7.179, -16.157, 10.025], [-1.008, -16.094, 7.794], [-1.914, -10.862, 1.856], [-8.176, -13.866, 3.719], [-1.660, -10.985, 9.666], [-2.480, -19.709, 0.636], [-6.957, -16.360, 0.225], [-9.154, -12.223, 7.679], [-7.566, -18.345, 5.623], [-6.586, -8.220, 5.496], [-7.683, -11.486, 9.673], [-6.983, -10.773, 7.746], [-4.849, -15.502, 4.319], [-2.786, -15.150, 4.866], [-4.909, -18.796, -0.012], [-8.719, -9.815, 8.694], [-3.521, -17.305, 0.677], [-3.807, -16.838, 5.742], [-4.453, -18.734, 2.063], [-3.902, -14.966, 7.907], [-8.023, -16.114, 1.248], [-3.068, -21.006, 0.862], [-5.554, -7.340, 6.100], [-4.171, -13.184, 6.266], [-9.294, -11.723, 6.332], [-0.473, -11.493, 8.911], [-0.290, -17.307, 7.329], [-8.346, -13.457, 7.761], [-6.007, -14.658, 6.716], [-7.704, -16.062, 8.639], [-2.809, -10.532, 0.714], [-10.353, -12.312, 8.453], [-7.387, -16.969, 6.180], [-1.603, -19.213, 1.660], [-2.016, -19.495, -0.716], [-8.449, -14.558, 5.031], [-3.927, -18.556, 0.848], [-6.985, -18.372, 3.922], [-8.443, -15.411, 11.083], [-0.581, -16.048, 9.566], [-1.204, -12.491, 1.445], [-7.043, -7.413, 3.926], [-2.973, -11.497, 3.182], [-7.645, -15.981, -1.396], [-2.155, -9.445, 8.905], [-5.964, -14.857, 10.236], [0.070, -14.704, 7.330], [-8.062, -10.948, 8.482], [-3.949, -15.589, 5.334], [-9.305, -18.488, 5.193], [-2.996, -12.060, 9.083], [-5.925, -14.892, 0.337], [-7.193, -12.414, 4.126], [-9.751, -13.054, 3.366], [-5.656, -9.598, 4.827], [-5.231, -14.878, -0.506], [-5.915, -14.707, 11.321], [-8.025, -15.259, 12.075], [-2.694, -12.708, 8.269], [-6.732, -12.497, 5.107], [-1.714, -8.607, 9.443], [-4.766, -9.081, 4.445], [-7.582, -19.059, 3.322], [0.464, -15.781, 9.687], [-0.921, -16.969, 10.029], [-5.393, -14.799, 1.278], [-3.146, -10.725, 3.926], [-1.926, -9.438, 7.845], [-6.159, -10.157, 4.043], [-6.550, -13.998, 0.248], [-0.309, -13.844, 7.892], [-6.864, -16.007, -2.153], [-7.752, -8.012, 3.362], [-0.051, -14.541, 6.262], [-5.960, -18.736, 3.891], [-3.879, -11.888, 2.721], [-5.250, -10.289, 5.567], [-6.371, -12.357, 3.407], [-9.670, -12.623, 2.364], [-1.180, -15.281, 10.075], [-3.258, -12.723, 9.914], [-9.352, -15.996, 11.209], [-0.746, -12.543, 0.465], [-8.328, -16.795, -1.650], [-6.062, -7.301, 3.457], [-7.405, -6.398, 4.067], [-9.549, -17.736, 4.443], [-2.076, -13.149, 1.378], [-3.919, -11.518, 8.887], [-6.255, -13.942, 9.729], [-3.228, -9.283, 9.020], [-9.442, -19.474, 4.736], [-7.025, -17.404, 3.415], [-7.764, -11.490, 4.066], [-0.637, -12.792, 2.323], [1.111, -14.895, 7.576], [-10.034, -18.496, 6.001], [-2.515, -12.312, 3.746], [-8.254, -15.077, -1.386], [-10.508, -13.831, 3.362], [-4.976, -15.235, 9.990], [-8.739, -14.505, 10.548], [-9.957, -12.242, 4.059]],
  "atomic_forces_ev_per_a": [[0.9, -0.1, -0.3], [0.2, 1.4, 0.0], [0.1, 0.0, 0.8], [1.3, -0.2, 0.3], [0.3, -0.6, -0.3], [-0.3, 0.3, 0.6], [0.0, -0.7, -0.5], [0.1, -0.1, -0.4], [0.1, 0.6, 0.5], [-0.5, 0.1, -1.0], [-0.6, -0.4, -0.2], [-1.0, 0.0, 0.6], [0.1, 0.7, -0.1], [0.3, 0.5, -0.1], [0.3, -0.4, 0.3], [0.1, 0.0, 0.1], [-0.6, 0.0, -0.7], [0.5, -0.1, -0.1], [-0.3, 0.9, 0.3], [-0.2, -0.1, -0.3], [-0.2, 0.6, 0.7], [-0.1, -0.3, 0.0], [-0.3, -0.2, -0.2], [-0.3, -0.3, 0.2], [0.2, 0.2, 0.1], [0.0, -0.2, -0.2], [0.1, 0.1, 0.0], [0.3, 0.2, 0.3], [-0.1, -0.4, -0.4], [0.0, 0.7, 0.6], [0.4, -0.2, -0.1], [-0.6, -0.4, -0.3], [-0.2, 0.3, 0.0], [-0.1, 0.2, 0.5], [0.1, 0.0, -0.2], [0.3, 0.2, 0.5], [-0.2, 0.3, -0.3], [-0.5, -0.4, -0.1], [1.3, -1.6, -0.4], [0.4, 0.0, -0.6], [-0.3, 0.2, -0.3], [-1.1, 1.1, 0.2], [-1.4, -0.1, 0.6], [1.1, -0.3, 0.1], [0.3, -0.3, 0.5], [-0.5, -0.6, -0.2], [-0.7, 0.6, 0.1], [0.2, -0.4, 1.1], [-0.9, 0.2, 0.4], [-0.8, -1.8, 0.5], [-0.6, 0.4, 0.0], [-0.5, -0.6, -0.6], [-0.8, -0.2, 1.1], [0.1, 0.7, -0.6], [0.5, 0.4, -0.5], [0.4, 0.3, -0.6], [1.0, 0.3, -0.6], [0.2, -0.1, 0.2], [-0.2, 0.2, -0.1], [0.1, 0.3, -0.1], [0.2, 0.4, -0.3], [-0.2, -0.3, 0.2], [0.5, -0.1, -0.2], [-0.1, -0.1, -0.4], [-0.1, -0.1, 0.3], [0.2, -0.5, 0.1], [0.5, -0.3, -0.3], [0.1, -0.6, 0.1], [-0.3, 0.2, -0.3], [0.2, -0.1, -0.1], [-0.1, 0.2, 0.0], [-0.2, -0.2, 0.0], [0.2, 0.2, -0.2], [0.1, 0.3, 0.1], [0.1, -0.1, -0.1], [0.0, 0.0, 0.0], [0.0, 0.1, 0.2], [-0.1, 0.2, 0.0], [-0.6, 0.1, 0.4], [-0.1, -0.1, -0.1], [0.0, -0.2, -0.1], [0.1, 0.2, -0.3], [0.2, 0.0, 0.0], [0.3, -0.5, -0.3], [0.6, 0.4, 0.2], [0.1, -0.1, 0.2], [-0.2, -0.1, -0.5], [-0.3, -0.1, 0.5], [0.0, 0.1, 0.1], [0.1, 0.0, 0.1], [0.1, 0.1, -0.4], [0.0, 0.0, -0.2], [-0.1, -0.3, 0.0], [0.3, 0.1, -0.1], [-0.2, 0.2, 0.4], [-0.2, -0.2, 0.1], [0.5, -0.2, -0.4], [0.0, -0.3, 0.1], [0.5, 0.4, 0.4], [0.2, -0.1, -0.2], [0.4, 0.3, 0.1], [0.0, 0.0, 0.1], [-0.1, 0.1, -0.7], [0.2, 0.3, 0.4], [0.0, -0.3, 0.4]],
  "lowdin_charge": [0.626, 0.500, 0.935, 0.815, 0.814, 0.946, 0.825, 0.414, 0.836, 0.523, 0.946, 0.796, 0.096, 0.139, 0.102, 0.138, 0.090, 0.156, 0.112, 0.157, 0.098, -0.330, -0.592, -0.339, -0.554, -0.308, -0.298, -0.571, -0.557, -0.354, -0.340, -0.564, -0.577, -0.273, -0.568, -0.329, -0.342, -0.566, -0.709, -0.230, -0.230, -0.250, -0.250, -0.247, -0.260, -0.263, -0.272, -0.235, -0.239, -0.653, -0.649, -0.251, -0.251, -0.259, -0.242, -0.219, -0.272, 0.060, 0.058, 0.053, 0.026, 0.053, 0.043, 0.050, 0.067, 0.048, 0.046, 0.045, 0.028, 0.060, 0.028, 0.054, 0.025, 0.058, 0.048, 0.045, 0.046, 0.050, 0.056, 0.045, 0.059, 0.042, 0.040, 0.056, 0.053, 0.048, 0.051, 0.049, 0.064, 0.048, 0.046, 0.062, 0.048, 0.056, 0.054, 0.043, 0.050, 0.057, 0.056, 0.048, 0.057, 0.059, 0.040, 0.058, 0.041],
  "total_charge": -1,
  "lumo_energy_ev": 1.379,
  "orbital_gap_ev": 7.240
}

---

What E_tot values result from the calculations? In sequence: -28735.19107 -74514.06015 -247350.35233 eV.
What largest force on an atom values result from the calculations? In sequence: 4.7 11.0 2.1 eV/A.